Record 1
Computed, not measured: a structure of composition C18H11Cl5InN5OS2, with ωB97M-V/def2-TZVPD.

Summary:
- Max |F|: 1.638 eV Å⁻¹
- <S²>: 0.773
- Relative energy (zero: lowest compared OMol25 entry of this formula, charge and spin): 6.6 kcal per mole
- Electronic energy: -4329.09624 a.u.
- LUMO level (spin up / spin down): 2.5 / 2.5 eV

Structure (ORCA input):
```
! RIJCOSX wB97M-V def2-TZVPD def2/J DEFGRID3
* xyz -1 2
In -0.44490 -0.23740 -0.67290
N -1.08740 -4.73880 -0.49930
C -0.83230 -3.39700 -0.30900
S -0.01840 -2.60400 -1.61760
N -1.26150 -2.86840 0.78800
N -1.08370 -1.56390 0.97680
C -1.72470 -0.95380 1.95970
C -1.65940 0.43850 2.04520
C -2.47590 1.17730 2.93570
C -2.41630 2.53800 2.94060
C -1.49770 3.18250 2.08440
C -0.75110 2.41130 1.22830
N -0.83120 1.09140 1.16610
H -0.41720 -5.22390 -1.07430
H -1.36900 -5.21170 0.34530
H -2.36730 -1.52170 2.62650
H -3.15390 0.63320 3.57790
H -3.05810 3.13010 3.57780
H -1.38530 4.25530 2.09900
H -0.05680 2.86390 0.52770
Cl 2.11980 -0.05880 1.61190
C 2.68700 0.06470 0.00250
C 1.72670 0.17050 -0.98290
C 2.14570 0.21630 -2.29910
Cl 0.94130 0.24790 -3.49970
C 3.49380 0.19040 -2.63490
Cl 3.99720 0.24650 -4.27840
C 4.44470 0.08470 -1.62390
Cl 6.11550 0.00730 -2.01780
C 4.04520 0.02140 -0.29290
Cl 5.22120 -0.14780 0.95070
O -0.86070 1.84570 -1.79080
N -1.96800 2.44820 -1.50540
C -2.02060 3.78100 -1.64550
C -3.15550 4.50380 -1.37720
C -4.28370 3.83620 -0.90440
C -4.22180 2.47280 -0.75700
C -3.07190 1.75000 -1.10180
S -3.06600 0.05640 -1.12390
H -1.11090 4.22810 -2.01780
H -3.16800 5.56730 -1.54160
H -5.19120 4.37720 -0.68060
H -5.06600 1.90600 -0.40200
*
```

Record 2
Computed, not measured: a cluster of 3 separate species, C24H55N6O3P3 in total, with ωB97M-V/def2-TZVPD.

Summary:
- Max |F|: 7.832 eV Å⁻¹
- SMILES: CN(C)P(=O)(N(C)C)N(C)C.CN(C)P(=O)(N(C)C)N(C)C.COCCCP(C)Cc1ccccc1
- Electronic energy: -2525.32585 a.u.
- LUMO level: -1.0 eV

Structure (ORCA input):
```
! RIJCOSX wB97M-V def2-TZVPD def2/J DEFGRID3
* xyz 0 1
C 1.91976 0.72288 4.92296
N 1.88377 -0.53346 4.20481
C 2.37350 -1.64480 5.01647
P 1.76063 -0.82726 2.51811
O 0.55893 -1.77771 2.71272
N 0.75894 0.36290 1.74666
C 0.11567 1.44674 2.46600
C -0.24886 -0.19359 0.82734
N 3.15649 0.22121 2.25196
C 4.44933 -0.22929 2.75350
C 3.21328 1.53583 1.64055
H 2.71104 1.39658 4.57774
H 2.09207 0.58410 5.99464
H 0.96134 1.24001 4.87464
H 3.46423 -1.72912 4.95988
H 1.94812 -2.59417 4.68015
H 2.09314 -1.54690 6.06960
H -0.59008 1.07792 3.21920
H -0.43427 2.10148 1.78043
H 0.84542 2.10152 2.93904
H -1.12478 -0.57788 1.36351
H 0.17623 -1.00373 0.23141
H -0.59360 0.57001 0.12045
H 4.61935 0.11391 3.77918
H 5.28245 0.12925 2.14428
H 4.50656 -1.32044 2.73860
H 3.00961 2.32221 2.37249
H 2.53160 1.64340 0.79781
H 4.20190 1.74585 1.21813
C 1.56752 4.63916 -3.54455
N 1.63601 4.43018 -2.11354
C 0.48068 3.69061 -1.60979
P 2.59125 5.23154 -0.93475
O 3.13707 3.90474 -0.36918
N 4.14589 5.67495 -1.56668
C 4.56463 5.38014 -2.92511
C 5.27941 5.33416 -0.68903
N 1.96012 6.78434 -1.49356
C 0.54405 7.05904 -1.27765
C 2.63875 7.84600 -2.21036
H 1.34000 5.67409 -3.82074
H 0.79362 4.02692 -4.01723
H 2.48791 4.32939 -4.03951
H -0.35920 4.36066 -1.39664
H 0.72620 3.15977 -0.68557
H 0.13692 2.92570 -2.31253
H 4.59048 4.30240 -3.12208
H 5.56357 5.78345 -3.12448
H 3.92392 5.86957 -3.65653
H 5.55377 4.27559 -0.76688
H 5.04203 5.55540 0.35332
H 6.16179 5.93140 -0.94462
H -0.06065 6.71766 -2.12393
H 0.34093 8.12323 -1.13631
H 0.19057 6.55736 -0.37370
H 2.61713 7.67127 -3.28958
H 3.67108 7.98433 -1.88789
H 2.16578 8.81942 -2.03736
C -0.36382 -5.08985 0.76374
O -1.09861 -5.65566 -0.34188
C -1.65223 -4.62487 -1.19473
C -2.01556 -5.12370 -2.67614
C -2.69354 -6.61006 -2.69927
P -4.05215 -6.57329 -1.36265
C -4.66356 -8.31042 -0.92213
C -5.59802 -5.67297 -2.08539
C -5.91448 -4.48988 -1.01810
C -5.11790 -3.17574 -1.18107
C -5.37586 -2.05359 -0.13942
C -6.38774 -2.31652 0.99934
C -7.20365 -3.64744 1.13194
C -6.95158 -4.76883 0.09864
H -0.59572 -3.97336 0.93858
H 0.77666 -5.14276 0.60501
H -0.60948 -5.61964 1.76110
H -0.81698 -3.82932 -1.32350
H -2.51343 -4.11694 -0.64152
H -1.07217 -5.16340 -3.31981
H -2.76811 -4.35066 -3.09446
H -3.07483 -6.83358 -3.75215
H -1.86480 -7.36576 -2.43459
H -4.98748 -8.26698 0.18782
H -3.86106 -9.12771 -0.97208
H -5.62340 -8.59459 -1.49740
H -5.33720 -5.15640 -3.06848
H -6.49540 -6.37469 -2.13503
H -4.37106 -3.10354 -2.04509
H -4.77293 -1.08426 -0.25267
H -6.58285 -1.53374 1.80287
H -7.96303 -3.83477 1.97101
H -7.45101 -5.79503 0.09172
*
```

Record 3
Computed, not measured: the ion C4H7ClN3 with charge +1, with ωB97M-V/def2-TZVPD.

Summary:
- Max |F|: 6.019 eV Å⁻¹
- Relative energy (zero: lowest compared OMol25 entry of this formula, charge and spin): 147.9 kcal per mole
- Electronic energy: -780.57247 a.u.
- LUMO level (spin up / spin down): -6.5 / -6.5 eV

Structure (ORCA input):
```
! RIJCOSX wB97M-V def2-TZVPD def2/J DEFGRID3
* xyz 1 1
C 0.54227 0.08477 1.54758
C 0.16083 -1.11414 1.68516
C -0.33527 0.79691 -0.83931
C 0.76603 0.96602 0.22824
N -0.78694 1.91589 -1.11569
N -0.55307 -0.49751 -1.35482
N -0.04426 -1.60751 -0.85485
Cl 1.70147 -2.00747 -1.39357
H 0.91364 0.53116 2.45859
H 0.06656 -2.12759 1.88736
H 0.61707 2.05130 0.74239
H 1.73237 0.94610 -0.06437
H -1.58570 2.17868 -1.61896
H -1.38068 -0.60425 -1.95017
H -0.33039 -2.50595 -1.20465
*
```